1.
DFT (ωB97M-V with the def2-TZVPD basis set) results for C36H58As3AuN2OP as an isolated structure in a non-equilibrium geometry.

Geometry as ORCA input:
```
! wB97M-V def2-TZVPD RIJCOSX def2/J DEFGRID3
* xyz 1 1
Au 0.02 0.67 0.81
As -0.64 0.10 3.15
As -4.36 -3.76 3.99
As -1.11 -2.32 0.53
P -1.56 1.89 -0.66
O 0.14 -0.31 -1.64
N 2.26 0.19 -2.35
N 2.40 0.03 0.08
C -0.54 -1.74 3.86
C -2.96 -2.42 3.56
C -3.20 4.14 -0.41
C -5.15 -0.42 -2.39
C -5.17 -4.01 2.22
C -1.72 3.71 1.43
C -0.35 -3.64 -0.70
C 4.83 -0.16 0.78
C -1.17 -3.51 2.10
C -2.94 -2.50 -0.12
C -0.45 3.60 -4.25
C -2.31 3.29 0.24
C 2.81 0.76 -1.12
C -2.96 1.00 -1.38
C -5.65 -2.42 4.61
C 3.38 0.10 1.21
C 1.01 -0.30 -2.49
C -2.99 5.76 1.35
C -1.21 -3.99 4.52
C -1.49 -2.90 3.47
C -4.20 1.03 -0.73
C 3.07 0.43 -3.54
C -2.31 0.88 3.76
C -5.29 0.34 -1.24
C 1.22 4.10 -2.60
C 0.51 0.89 4.51
C -3.91 -0.52 -3.01
C -2.82 0.17 -2.49
C 0.74 4.23 -3.90
C -3.54 5.36 0.14
C -2.08 4.93 2.00
C 2.96 -0.99 2.19
C 3.26 1.47 1.86
C -1.15 2.84 -3.32
C -0.65 2.68 -2.03
C 0.52 3.35 -1.67
H 1.89 -0.91 2.39
H -5.31 -3.05 1.71
H 1.26 4.84 -4.62
H -0.18 -3.97 2.15
H -5.32 -2.01 5.57
H -4.32 1.64 0.16
H -4.58 -4.68 1.61
H 2.24 1.63 2.21
H 3.17 1.50 -3.71
H 2.51 1.81 -1.03
H -1.55 -3.68 5.52
H -0.84 3.71 -5.25
H -1.85 0.07 -2.96
H -0.99 3.07 1.90
H 4.06 -0.01 -3.43
H -6.62 -2.89 4.76
H 3.94 1.56 2.71
H -2.17 1.96 3.80
H 2.25 -0.94 -0.17
H 2.14 4.61 -2.31
H -5.75 -1.61 3.89
H -0.14 -4.20 4.57
H -0.89 -4.59 -0.64
H -3.79 -1.13 -3.89
H -4.25 6.01 -0.37
H 3.52 -0.91 3.12
H -3.64 3.83 -1.36
H 3.15 -1.99 1.76
H 0.49 -2.04 3.67
H 5.28 0.70 0.28
H -3.13 0.65 3.09
H -1.72 -4.92 4.27
H -2.54 0.52 4.77
H -2.93 -2.40 -1.21
H -3.04 -1.70 4.37
H 1.47 0.37 4.57
H 0.69 1.94 4.27
H 0.87 3.27 -0.65
H -6.25 0.41 -0.75
H 3.50 2.26 1.15
H -3.36 -3.47 0.14
H 0.70 -3.82 -0.47
H -3.25 6.71 1.78
H 3.89 0.73 -1.26
H -3.23 -1.90 2.63
H -1.65 5.23 2.95
H -0.63 -1.58 4.94
H -6.15 -4.47 2.37
H -0.42 -3.25 -1.71
H -1.89 -4.31 1.89
H 2.58 -0.01 -4.41
H 5.43 -0.36 1.67
H -6.00 -0.95 -2.80
H 0.02 0.84 5.48
H -2.08 2.37 -3.60
H -3.59 -1.71 0.27
H 0.84 -0.72 -3.49
H 4.90 -1.03 0.12
*
```

Computed properties:
Highest occupied orbital energy = -9.91 eV
HOMO-LUMO gap = 8.10 eV
LUMO = -1.81 eV
Relative energy (zero: lowest compared OMol25 entry of this formula, charge and spin) = 0.0 kJ/mol

---

2.
DFT (ωB97M-V with the def2-TZVPD basis set) results for C36H58AsNO3PSSiTl as an isolated structure in a non-equilibrium geometry.

Geometry as ORCA input:
```
! wB97M-V def2-TZVPD RIJCOSX def2/J DEFGRID3
* xyz 2 1
Tl -0.87 -0.10 -0.81
As -1.43 1.09 -3.20
S 1.23 1.04 -0.77
P -2.71 -1.81 -0.34
Si 2.24 0.98 1.21
O 3.48 -0.07 0.89
O 2.53 2.53 1.35
O 1.45 0.37 2.51
N -0.42 -1.95 1.30
C -4.17 1.85 -3.38
C -3.04 1.16 -4.21
C -2.31 -3.39 -1.10
C -6.64 0.10 -1.42
C -4.24 -1.14 -0.89
C -5.02 -1.59 -1.94
C 5.79 -0.36 0.70
C -2.17 -4.46 -0.19
C 2.21 4.01 3.22
C -4.62 0.00 -0.13
C 0.04 0.87 -4.38
C 2.54 -1.68 3.38
C -3.96 -2.56 3.46
C 3.04 3.71 1.97
C 2.17 -0.26 3.68
C -5.84 0.64 -0.41
C 4.54 3.51 2.33
C 3.52 0.47 3.93
C -1.59 -2.07 2.07
C -1.56 -4.86 -2.86
C -1.61 -2.14 3.43
C -1.74 -5.71 -0.62
C 4.28 -1.27 -1.05
C -1.95 -3.59 -2.45
C 0.13 -0.50 -5.07
C -1.21 4.05 -3.42
C -2.75 -2.37 4.14
C -4.02 -2.35 2.06
C -6.27 -1.03 -2.13
C 1.25 -0.06 4.86
C -1.39 -5.92 -1.98
C 4.70 1.20 -0.91
C 2.94 4.80 0.91
C 4.55 -0.12 -0.12
C -1.08 2.84 -2.47
C -2.80 -2.10 1.39
H 2.55 4.92 3.72
H 1.54 -0.68 5.71
H -1.07 5.00 -2.89
H -3.27 0.16 -4.55
H 0.14 -1.29 -4.28
H 3.38 1.57 4.08
H 3.94 0.12 4.87
H -6.09 1.51 0.14
H -0.01 -2.86 0.99
H -0.74 -0.65 -5.69
H -1.17 -6.89 -2.38
H -4.97 -2.38 1.56
H 5.64 -1.29 1.24
H 4.64 2.61 2.92
H 1.05 -0.60 -5.60
H -4.83 -2.71 4.09
H 5.13 -1.43 -1.72
H 5.58 1.09 -1.54
H -7.62 0.55 -1.57
H 0.32 -1.47 1.79
H 1.15 4.17 2.95
H -0.07 2.78 -2.01
H 1.30 0.95 5.28
H -0.67 -2.06 3.99
H 3.06 -1.75 2.44
H -4.01 0.36 0.70
H -1.35 -5.00 -3.90
H 0.94 1.15 -3.78
H -2.14 4.07 -4.03
H 2.23 3.17 3.87
H -0.37 3.99 -4.15
H -5.01 2.04 -4.04
H 0.25 -0.29 4.53
H 1.93 5.05 0.77
H 5.96 0.48 1.38
H 4.19 0.34 3.12
H 3.28 4.36 -0.03
H 6.66 -0.41 0.07
H -3.88 2.77 -2.94
H -1.71 2.98 -1.59
H -6.97 -1.45 -2.83
H 3.50 5.72 1.17
H -2.83 1.74 -5.12
H 0.08 1.61 -5.17
H 4.21 -2.22 -0.52
H -2.35 -4.33 0.89
H 3.22 -2.06 4.11
H 5.10 3.44 1.40
H 1.67 -2.38 3.41
H -2.73 -2.35 5.25
H 3.87 1.46 -1.57
H -2.12 -2.79 -3.17
H 5.00 4.33 2.87
H -4.72 -2.55 -2.44
H -1.74 -6.54 0.08
H 4.83 2.06 -0.23
H 3.38 -1.14 -1.59
H -4.54 1.21 -2.57
*
```

Computed properties:
Highest occupied orbital energy = -13.97 eV
HOMO-LUMO gap = 7.36 eV
LUMO = -6.61 eV
Relative energy (zero: lowest compared OMol25 entry of this formula, charge and spin) = 0.0 kJ/mol

---

3.
DFT (ωB97M-V with the def2-TZVPD basis set) results for C36H58BN5OP2PtS3 as an isolated structure.

Geometry as ORCA input:
```
! wB97M-V def2-TZVPD RIJCOSX def2/J DEFGRID3
* xyz 2 5
Pt -0.05 0.26 0.23
S 0.71 -1.06 3.86
S -2.96 -2.89 0.48
S 0.12 -2.05 -0.50
P -1.92 1.80 0.22
P 2.37 0.11 0.16
O -0.21 -0.85 2.68
N -0.90 -2.03 -3.09
N -1.22 -4.98 0.42
N -1.15 -3.92 -2.03
N -2.05 -4.54 2.40
N 0.66 1.81 -1.32
C 3.03 1.56 1.10
C -0.01 2.99 -1.47
C 4.00 0.73 -3.60
C 0.55 4.12 -2.12
C -1.57 5.27 -2.00
C 2.99 1.50 -4.18
C -0.71 -2.66 -1.91
C -0.58 -0.65 -3.38
C -3.26 3.75 1.85
C 4.54 1.73 1.00
C -2.86 -3.92 3.44
C 3.27 -1.93 1.83
C 3.47 -2.43 -0.62
C -1.62 -4.08 -3.32
C 3.50 -1.32 0.45
C 3.83 0.29 -2.29
C 1.73 1.48 -2.12
C -1.32 3.09 -0.93
C 5.23 0.37 -4.38
C -1.47 -2.91 -3.97
C -0.22 5.22 -2.37
C -1.20 -5.59 2.55
C -3.42 0.70 -1.79
C 2.54 1.61 2.55
C -2.08 4.20 -1.26
C -2.43 6.45 -2.32
C -2.11 2.74 1.81
C 2.70 0.62 -1.55
C -4.47 0.62 0.51
C -2.19 1.79 3.01
C -2.07 -4.18 1.09
C -0.11 -0.30 5.26
C 1.88 1.88 -3.46
C -0.68 -5.85 1.31
C -3.58 1.41 -0.45
C 0.53 -2.77 4.35
B -1.05 -5.21 -1.13
H -1.72 -2.63 -4.98
H -1.16 -0.60 5.26
H -1.95 -5.93 -1.47
H 4.47 -2.85 -0.72
H -4.57 1.10 1.48
H 3.06 0.88 3.17
H -3.11 4.26 -0.93
H -1.47 0.98 2.94
H -2.04 7.00 -3.18
H 0.70 -3.37 3.46
H -2.86 1.30 -2.51
H -3.45 6.14 -2.53
H -2.63 -4.40 4.39
H -2.64 -2.85 3.48
H 2.23 -2.24 1.93
H -1.04 -6.08 3.50
H 4.97 -0.11 -5.32
H 2.55 2.39 0.57
H -3.12 4.57 1.15
H -4.22 3.29 1.66
H -4.10 -0.39 0.67
H 5.06 1.00 1.63
H 5.88 -0.30 -3.82
H 4.91 1.64 -0.02
H 3.89 -2.82 1.93
H -0.58 -0.09 -2.45
H 1.09 2.45 -3.94
H 3.13 -2.11 -1.60
H 2.75 2.60 2.97
H 4.60 -0.32 -1.84
H -2.01 2.36 3.92
H -0.47 -2.95 4.75
H 1.28 -3.00 5.10
H -3.30 4.19 2.85
H -2.92 -0.26 -1.67
H 1.47 1.43 2.61
H 5.81 1.27 -4.62
H -0.02 0.78 5.17
H 0.03 -6.60 1.00
H -1.33 -0.24 -4.05
H -4.41 0.51 -2.22
H -2.02 -5.02 -3.65
H -3.19 1.35 3.10
H -4.05 2.38 -0.61
H 4.82 2.72 1.36
H -2.46 7.14 -1.48
H 0.22 6.08 -2.87
H -1.16 3.29 1.87
H 0.03 -5.71 -1.29
H 3.08 1.80 -5.21
H 0.41 -0.57 -3.85
H -3.92 -4.05 3.22
H 0.38 -0.63 6.18
H 4.49 -0.85 0.44
H -5.47 0.54 0.08
H 3.52 -1.25 2.64
H 2.80 -3.23 -0.30
H 1.59 4.10 -2.40
*
```

Computed properties:
Highest occupied orbital energy (alpha / beta) = -12.11 / -12.40 eV
HOMO-LUMO gap (alpha / beta) = 8.18 / 5.26 eV
LUMO (alpha / beta) = -3.92 / -7.15 eV

---

4.
DFT (ωB97M-V with the def2-TZVPD basis set) results for C36H58BeBrCl4F3IN3O13S6 as an isolated structure in a non-equilibrium geometry.

Geometry as ORCA input:
```
! wB97M-V def2-TZVPD RIJCOSX def2/J DEFGRID3
* xyz 0 1
I -4.69 -2.93 -1.32
Br -8.39 -5.93 -1.24
Cl 3.19 -7.92 3.74
Cl 1.20 -5.87 3.27
Cl 2.94 -6.72 1.12
Cl 0.88 -8.50 2.10
S -2.80 -3.46 -4.88
S -3.29 1.96 -0.77
S -4.83 -7.26 -0.01
S -2.45 -2.61 1.76
S -0.76 -2.83 4.32
S -0.99 3.10 -0.32
F -6.57 -4.14 -2.23
F -1.78 4.45 -0.63
F -3.78 0.84 -1.82
O -4.15 -7.97 1.10
O -4.11 3.08 -1.16
O 11.62 4.57 -0.25
O -6.29 -6.67 0.55
O 0.31 3.40 -0.87
O 6.79 4.31 1.76
O -4.01 -5.78 -0.14
O -1.98 -2.64 -3.93
O 2.63 8.11 0.36
O 12.88 6.09 0.84
O -4.86 -8.11 -1.22
O -1.05 3.02 1.11
O -3.64 1.33 0.48
N -6.33 -4.44 -5.72
N -1.77 2.01 -1.15
N -0.24 -1.05 2.27
C -2.35 -5.19 -4.64
C 7.60 3.50 0.89
C -8.08 -3.30 0.01
C 8.09 4.42 -0.22
C -6.03 -5.56 -5.03
C 11.39 6.92 -0.78
C -2.06 -3.30 -6.52
C 1.94 -2.45 2.18
C 8.17 5.75 0.49
C -5.14 -4.93 -0.56
C 3.48 5.22 3.17
C -5.81 -4.95 2.09
C 3.28 6.30 4.02
C 12.42 7.98 -0.47
C 0.30 1.34 2.51
C 1.23 5.43 2.35
C -4.90 -3.69 2.33
C 0.20 -0.06 3.28
C -6.22 -5.18 0.58
C 0.86 -1.56 1.43
C -8.47 -5.43 -6.23
C -8.13 -6.57 -5.52
C -6.88 -6.64 -4.91
C 2.05 -7.25 2.56
C 11.95 5.71 -0.08
C 2.46 4.79 2.33
C 1.53 7.87 -0.50
C 2.04 6.95 4.04
C -3.36 -4.00 2.54
C -7.77 -4.82 0.33
C -7.56 -2.27 1.09
C -1.05 -2.10 2.84
C -7.54 -4.40 -6.30
C 12.96 7.52 0.87
C 6.97 5.69 1.43
C 1.02 6.51 3.20
Be -5.73 -0.89 -2.96
H -2.68 -5.50 -3.65
H 2.62 3.95 1.67
H -0.63 0.08 4.02
H -9.43 -5.34 -6.71
H 14.00 7.83 1.02
H -6.70 -4.97 2.79
H -6.58 -1.77 0.81
H -1.26 -5.30 -4.71
H -6.58 -7.52 -4.35
H 2.97 -2.16 1.83
H 0.59 8.02 0.04
H 8.43 3.11 1.48
H 11.30 6.74 -1.85
H 1.38 -0.70 0.92
H -0.75 1.68 2.27
H -7.43 -2.71 2.12
H -8.82 -7.40 -5.44
H 4.45 4.72 3.16
H -7.77 -3.04 -1.04
H 0.06 7.02 3.22
H 6.06 6.04 0.93
H 12.37 7.89 1.71
H -2.19 -2.27 -6.85
H -9.20 -3.21 0.00
H -8.32 -1.45 1.18
H -5.25 -3.21 3.29
H 2.56 7.48 1.09
H 1.72 -3.53 1.95
H 0.82 2.13 3.11
H 0.82 1.25 1.52
H 7.01 2.67 0.51
H -5.49 -5.47 -1.48
H 9.10 5.81 1.08
H 12.02 8.99 -0.44
H -3.13 -4.12 3.64
H 8.14 6.61 -0.18
H -7.76 -3.49 -6.84
H 9.04 4.09 -0.65
H -2.56 -3.97 -7.21
H 1.58 6.85 -0.89
H -3.09 -4.97 2.04
H -2.84 -5.80 -5.40
H 4.07 6.64 4.68
H 1.16 -0.32 3.80
H 0.41 -2.21 0.62
H -8.39 -5.16 1.19
H -5.05 -5.56 -4.57
H 7.12 6.27 2.34
H 1.88 7.79 4.70
H -5.20 -5.86 2.39
H 10.41 7.15 -0.35
H 13.21 7.95 -1.22
H 1.57 8.58 -1.33
H 0.43 5.09 1.71
H -4.99 -2.89 1.55
H 1.89 -2.29 3.29
H 7.35 4.47 -1.02
H -0.99 -3.53 -6.46
*
```

Computed properties:
Highest occupied orbital energy = -8.57 eV
HOMO-LUMO gap = 2.76 eV
LUMO = -5.81 eV